Entry 1:
65
Properties=species:S:1:pos:R:3:forces:R:3 method="wB97M-V/def2-TZVPD" multiplicity=1 de_lowest_kcal_mol=8.0 largest_force_ha_per_bohr=0.0390 lumo_ha=-0.243 homo_ev=-11.84 charge=+2
Au -1.775 -0.149 -2.456 1.84 0.75 -0.25
I -3.765 -2.291 -2.647 -0.02 -1.19 -0.03
C -5.157 -0.792 -2.396 -0.01 0.56 -0.01
C -6.472 -1.143 -2.343 -0.19 0.19 0.03
C -7.456 -0.135 -2.203 0.03 -0.29 -0.03
C -7.091 1.171 -2.121 0.04 0.23 0.02
C -5.727 1.560 -2.156 -0.12 0.00 0.04
C -5.357 2.926 -2.044 -0.19 -0.09 -0.01
C -4.055 3.310 -2.060 0.43 -0.05 0.05
C -3.026 2.336 -2.193 -0.64 0.37 0.02
C -3.389 1.033 -2.317 -0.42 -0.37 -0.13
C -4.726 0.561 -2.298 0.04 0.26 -0.04
H -6.773 -2.180 -2.409 0.01 0.01 -0.01
H -8.499 -0.417 -2.168 0.02 -0.01 0.00
H -7.842 1.945 -2.024 0.01 -0.01 0.02
H -6.142 3.665 -1.939 0.00 -0.03 -0.01
H -3.780 4.353 -1.968 -0.03 -0.02 0.00
H -1.990 2.651 -2.199 -0.05 0.01 -0.04
C 8.471 -0.463 6.728 -0.07 -0.01 0.05
O 7.073 -0.512 7.007 -0.09 0.01 -0.29
C 6.222 -0.471 5.961 0.35 -0.01 0.37
C 6.617 -0.388 4.631 -0.09 0.01 -0.29
C 5.652 -0.349 3.633 0.33 0.01 0.04
C 4.302 -0.391 3.944 -0.32 0.01 -0.26
C 3.922 -0.478 5.285 -0.05 -0.01 0.21
C 4.867 -0.518 6.285 -0.28 0.00 -0.04
C 3.319 -0.349 2.859 0.20 -0.02 0.31
N 3.597 -0.289 1.572 -0.22 0.01 -0.08
C 2.383 -0.277 0.950 0.45 0.02 -0.37
C 1.348 -0.326 1.848 -0.21 -0.03 0.47
N 1.964 -0.373 3.080 -0.19 0.01 -0.18
C -0.022 -0.324 1.458 0.06 0.01 0.12
C -1.131 -0.368 2.321 0.15 -0.03 0.13
C -2.401 -0.372 1.812 -0.17 -0.01 -0.06
C -2.585 -0.317 0.430 0.21 0.05 0.12
N -1.551 -0.262 -0.399 -0.37 0.02 0.46
C -0.273 -0.276 0.077 -0.27 -0.12 -0.05
C 0.802 -0.261 -0.875 -0.36 0.04 -0.18
N 0.457 -0.256 -2.189 0.12 -0.56 -0.21
C 1.410 -0.195 -3.101 0.08 -0.03 0.17
C 2.769 -0.147 -2.759 -0.08 0.04 -0.15
C 3.132 -0.177 -1.440 0.04 -0.03 0.13
C 2.128 -0.239 -0.456 0.26 0.03 0.03
H 8.966 -0.504 7.691 0.01 0.00 0.01
H 8.734 0.466 6.221 0.01 0.01 0.00
H 8.777 -1.319 6.123 0.01 -0.01 0.00
H 7.661 -0.354 4.362 -0.01 0.01 -0.02
H 5.951 -0.283 2.596 0.01 0.00 0.02
H 2.878 -0.517 5.575 0.02 0.00 0.01
H 4.585 -0.588 7.327 0.00 0.01 -0.02
H 1.524 -0.421 3.982 0.01 0.01 0.01
H -0.982 -0.410 3.393 0.00 0.02 -0.01
H -3.266 -0.410 2.458 0.01 -0.01 0.00
H -3.573 -0.305 -0.007 0.00 0.02 0.01
H 1.094 -0.174 -4.135 0.01 -0.05 -0.02
H 3.509 -0.090 -3.545 -0.01 -0.01 0.01
H 4.168 -0.149 -1.128 -0.02 -0.01 -0.01
N -2.153 -1.744 -5.966 0.06 0.08 0.10
C -2.272 -0.431 -5.896 -0.23 -0.30 0.32
N -2.983 0.219 -6.796 0.13 0.17 -0.06
S -1.447 0.514 -4.679 -0.18 0.35 -0.34
H -2.627 -2.296 -6.666 -0.03 0.00 0.03
H -1.587 -2.223 -5.287 0.02 -0.02 -0.04
H -3.342 -0.227 -7.628 -0.01 0.01 0.00
H -3.069 1.220 -6.717 -0.04 -0.01 -0.01

=====

Entry 2:
72
Properties=species:S:1:pos:R:3:forces:R:3 method="wB97M-V/def2-TZVPD" multiplicity=1 de_lowest_kcal_mol=0.0 largest_force_ha_per_bohr=0.0042 lumo_ha=-0.145 homo_ev=-7.23
Rb 0.993 0.864 -0.516 -0.18 0.01 0.11
N -3.497 -0.660 3.229 -0.03 0.02 -0.06
C -2.642 -0.879 2.024 -0.01 -0.01 -0.01
C -3.433 -1.547 0.900 0.01 0.00 -0.01
C -2.749 -1.322 -0.447 -0.01 -0.01 0.01
N -1.349 -1.760 -0.379 0.03 0.00 0.00
C -2.785 0.168 -0.806 0.00 0.00 0.02
C -2.702 1.103 0.410 -0.01 -0.01 0.02
N -1.932 2.300 0.048 0.07 -0.03 0.03
C -2.009 0.447 1.599 0.01 0.01 -0.03
H -3.955 -1.519 3.525 0.00 0.00 0.01
H -4.212 0.044 3.061 0.00 0.00 0.01
H -2.785 -0.305 4.065 0.00 -0.01 0.06
H -1.848 -1.539 2.370 -0.01 -0.01 0.01
H -4.440 -1.120 0.846 0.00 0.00 0.01
H -3.550 -2.614 1.106 0.01 0.00 0.00
H -3.302 -1.872 -1.216 0.00 0.01 0.00
H -0.978 -1.716 -1.329 -0.01 -0.01 0.00
H -1.310 -2.741 -0.118 0.00 0.00 0.00
H -3.694 0.388 -1.370 -0.01 0.00 0.01
H -1.944 0.367 -1.473 -0.01 0.01 -0.04
H -3.728 1.368 0.714 0.01 0.00 0.00
H -2.016 3.011 0.766 -0.01 0.01 -0.01
H -2.283 2.701 -0.815 0.00 0.00 0.00
H -1.966 1.133 2.449 0.00 -0.01 0.01
H -0.984 0.229 1.314 0.02 -0.01 0.05
F 8.560 -0.764 0.437 0.01 0.02 -0.01
C 7.914 0.308 0.009 0.03 -0.01 0.00
C 8.621 1.344 -0.464 0.01 -0.02 0.01
F 9.940 1.261 -0.483 0.00 -0.01 0.00
C 8.002 2.562 -0.960 0.01 0.02 -0.01
C 6.549 2.559 -0.896 -0.01 0.00 0.00
C 5.846 1.520 -0.429 0.01 0.01 0.00
F 4.521 1.613 -0.401 -0.03 -0.03 0.01
C 6.463 0.301 0.064 -0.02 -0.02 0.01
C 5.753 -0.759 0.536 0.01 0.04 -0.04
C 4.318 -0.800 0.554 -0.03 -0.02 -0.08
N 3.176 -0.909 0.559 0.08 0.04 0.07
C 6.344 -1.960 1.050 0.03 0.02 0.07
N 6.743 -2.938 1.502 -0.02 -0.02 -0.04
F 5.902 3.633 -1.312 -0.01 -0.01 0.00
C 8.717 3.612 -1.441 -0.02 -0.04 0.00
C 10.150 3.637 -1.509 0.02 0.00 0.04
N 11.291 3.743 -1.585 0.00 -0.01 -0.02
C 8.124 4.821 -1.937 -0.02 0.02 0.00
N 7.733 5.819 -2.348 0.00 0.00 0.00
Se -1.343 0.255 5.237 0.06 0.00 -0.03
C -2.332 0.138 6.855 -0.03 0.01 0.00
C -3.296 -0.843 7.084 0.00 -0.03 0.01
C -3.989 -0.861 8.284 0.01 0.00 0.01
N -3.794 0.010 9.272 -0.01 -0.01 0.00
C -2.862 0.938 9.057 0.00 0.00 0.00
C -2.120 1.045 7.893 -0.01 0.02 -0.01
H -3.490 -1.613 6.347 0.01 0.01 -0.01
H -4.740 -1.625 8.461 0.00 0.00 0.00
H -2.699 1.643 9.866 0.00 0.00 0.00
H -1.386 1.833 7.788 0.00 0.00 0.00
O -1.461 -1.816 -3.543 0.02 -0.02 -0.01
C -0.764 -0.857 -3.837 -0.07 0.05 0.05
N -0.064 -0.083 -2.950 0.03 0.02 0.00
C 0.548 0.921 -3.631 0.04 -0.01 0.00
O 1.237 1.807 -3.117 0.05 0.01 -0.14
C 0.257 0.790 -5.103 -0.02 0.00 -0.02
C 0.652 1.530 -6.196 -0.01 0.00 0.01
C 0.196 1.115 -7.446 0.00 0.00 -0.01
C -0.626 0.000 -7.577 -0.01 0.00 -0.01
C -1.021 -0.737 -6.461 0.01 0.00 0.01
C -0.561 -0.318 -5.232 0.03 -0.01 -0.02
H 1.291 2.396 -6.084 0.00 0.00 0.00
H 0.484 1.665 -8.333 0.00 0.00 0.00
H -0.962 -0.298 -8.562 0.00 0.00 0.00
H -1.659 -1.607 -6.551 0.00 0.00 0.00